No. 1
{
  "formula": "C21H29CuN3O8P",
  "method": "ωB97M-V/def2-TZVPD",
  "homo_energy_ev": -8.086,
  "homo_lumo_gap_ev": 8.12,
  "e_lumo_ev": 0.03,
  "e_tot_ev": -97027.63506,
  "total_charge": 0,
  "species": ["Cu", "C", "C", "O", "N", "C", "C", "C", "C", "C", "C", "N", "H", "H", "H", "H", "H", "H", "H", "H", "H", "H", "O", "C", "O", "C", "C", "C", "C", "C", "C", "N", "O", "O", "H", "H", "H", "H", "C", "C", "O", "P", "O", "C", "C", "O", "C", "C", "H", "H", "H", "H", "H", "H", "H", "H", "H", "H", "H", "H", "H", "H", "H"],
  "coordinates": [[-0.32593, -0.75532, 0.18214], [-1.35390, -1.49528, 4.51603], [-1.49335, -1.40938, 3.01543], [-0.52696, -1.16291, 2.30419], [-2.73855, -1.63577, 2.54665], [-3.12785, -1.47974, 1.15242], [-2.67603, -2.60661, 0.26646], [-3.50775, -3.68700, 0.00034], [-3.05196, -4.71662, -0.80581], [-1.76875, -4.63606, -1.32190], [-1.00639, -3.52190, -1.01317], [-1.44284, -2.52720, -0.24656], [-0.31501, -1.31873, 4.77636], [-1.65702, -2.47778, 4.87875], [-1.98153, -0.74540, 4.99676], [-3.45053, -1.86534, 3.21672], [-2.74009, -0.52498, 0.79452], [-4.21592, -1.41706, 1.12720], [-4.50453, -3.70901, 0.42006], [-3.68593, -5.56433, -1.02839], [-1.35927, -5.41084, -1.95390], [0.00194, -3.41404, -1.39392], [-2.11796, 1.50000, 1.31479], [-1.75658, 1.74607, 0.15894], [-1.13371, 0.95792, -0.62392], [-2.05806, 3.11749, -0.42410], [-2.48991, 4.14434, 0.41241], [-2.75608, 5.40214, -0.09931], [-2.59309, 5.59792, -1.46350], [-2.17034, 4.59658, -2.32194], [-1.89636, 3.35036, -1.78405], [-2.88117, 6.92456, -2.02473], [-2.72943, 7.08173, -3.22049], [-3.22929, 7.80152, -1.25909], [-2.61373, 3.92546, 1.46392], [-3.08388, 6.21744, 0.52645], [-2.05977, 4.80133, -3.37511], [-1.54815, 2.54195, -2.41113], [3.98029, -1.66976, -3.19404], [2.73524, -1.56015, -2.34357], [2.99183, -0.61979, -1.28717], [1.98505, -0.68851, 0.01029], [2.47823, 0.62887, 0.78423], [1.96128, 1.90278, 0.33124], [3.09671, 2.75566, -0.18723], [2.65454, -1.80649, 0.94692], [4.01533, -1.67646, 1.40403], [4.76645, -2.95044, 1.08375], [3.79038, -2.31234, -4.05430], [4.80536, -2.09329, -2.62239], [4.28235, -0.68883, -3.55791], [2.47619, -2.53312, -1.91264], [1.88122, -1.20595, -2.92782], [1.46913, 2.35467, 1.19369], [1.19196, 1.74212, -0.42792], [3.82306, 2.95511, 0.60039], [2.71401, 3.71013, -0.55002], [3.60595, 2.25186, -1.00857], [3.97318, -1.49596, 2.47911], [4.48788, -0.81292, 0.93573], [4.29244, -3.81051, 1.55559], [5.79420, -2.88467, 1.44259], [4.79344, -3.11752, 0.00647]],
  "atomic_forces_ev_per_a": [[0.5, 0.0, -0.4], [0.1, 0.0, 0.0], [0.1, 0.0, 0.1], [-0.2, 0.0, 0.0], [0.0, -0.1, -0.1], [-0.1, 0.2, 0.0], [0.0, -0.2, 0.0], [0.0, 0.0, 0.0], [0.1, 0.0, 0.0], [0.0, 0.0, 0.0], [0.1, -0.1, -0.1], [-0.1, 0.2, 0.1], [0.0, 0.0, 0.0], [0.0, 0.0, 0.0], [0.0, 0.0, 0.0], [0.0, 0.1, 0.0], [0.0, 0.0, 0.0], [0.0, 0.0, 0.0], [0.0, 0.0, 0.0], [0.0, 0.0, 0.0], [0.0, 0.0, 0.0], [0.0, 0.0, 0.0], [0.0, 0.1, 0.0], [0.1, 0.0, 0.0], [0.0, -0.2, 0.1], [0.0, 0.0, 0.1], [0.0, -0.1, 0.0], [0.0, -0.1, -0.2], [0.0, -0.1, 0.1], [0.0, 0.0, 0.2], [0.0, 0.0, -0.1], [0.2, 0.2, 0.0], [-0.1, 0.0, 0.0], [-0.1, 0.0, 0.0], [0.0, 0.0, 0.0], [0.0, 0.0, 0.0], [0.0, 0.0, 0.0], [0.0, 0.0, 0.0], [-0.1, 0.0, 0.0], [0.0, 0.1, 0.1], [-0.3, 0.0, 0.3], [-0.3, -0.1, 0.4], [0.1, 0.1, -0.2], [0.0, 0.0, 0.1], [0.0, 0.0, 0.0], [0.0, 0.0, -0.2], [0.1, -0.1, 0.0], [0.0, 0.0, 0.0], [0.0, 0.0, 0.0], [0.0, 0.0, 0.0], [0.0, 0.0, 0.0], [0.0, 0.0, 0.0], [0.0, 0.0, 0.0], [0.0, 0.0, 0.0], [0.0, 0.0, 0.0], [0.0, 0.0, 0.0], [0.0, 0.0, 0.0], [0.0, 0.0, 0.0], [0.0, 0.0, 0.0], [0.0, 0.0, 0.0], [0.0, 0.0, 0.0], [0.0, 0.0, 0.0], [0.0, 0.0, 0.0]],
  "mulliken_charge": [-0.41, -1.51, 0.56, -0.32, 0.05, -0.16, 0.99, -0.87, -0.31, -0.77, -0.05, 0.16, 0.32, 0.39, 0.35, 0.28, -0.81, 0.62, 0.43, 0.40, 0.43, 0.22, -0.71, 1.05, -0.96, -0.06, -0.32, -0.58, 0.11, -0.55, -0.40, 1.00, -0.62, -0.62, 0.46, 0.48, 0.48, 0.44, -1.34, 0.01, -0.41, 1.37, -0.35, -0.10, -1.33, -0.27, -0.13, -1.17, 0.41, 0.26, 0.32, 0.28, 0.31, 0.33, 0.18, 0.31, 0.40, 0.26, 0.35, 0.25, 0.29, 0.39, 0.20]
}

No. 2
{
  "formula": "C21H29FeN2",
  "method": "ωB97M-V/def2-TZVPD",
  "s2": 6.01,
  "spin_multiplicity": 5,
  "homo_energy_ev": [0.875, -6.385],
  "homo_lumo_gap_ev": [1.78, 8.87],
  "e_lumo_ev": [2.66, 2.49],
  "e_tot_ev": -59604.75407,
  "total_charge": -1,
  "species": ["C", "C", "C", "C", "N", "C", "C", "C", "N", "C", "C", "H", "H", "H", "H", "H", "H", "H", "H", "H", "H", "H", "H", "H", "H", "H", "H", "C", "C", "C", "C", "C", "C", "C", "Fe", "C", "C", "C", "C", "C", "H", "H", "H", "H", "H", "H", "H", "H", "H", "H", "H", "H", "H"],
  "coordinates": [[-3.29355, -2.87278, -0.50236], [-2.78353, -1.42358, -0.33811], [-1.69877, -0.96473, -1.32186], [-0.33549, -1.46222, -1.02266], [0.82839, -0.62014, -1.30278], [2.18934, -1.13329, -0.88587], [1.98603, -2.22843, 0.09881], [1.19470, -3.29932, -0.58811], [-0.10416, -2.76458, -0.95044], [-1.09110, -3.77033, -1.37694], [-2.22489, -3.94887, -0.37528], [-4.05817, -3.07089, 0.25796], [-3.80390, -2.98713, -1.47128], [-3.66957, -0.77209, -0.42651], [-2.42303, -1.28954, 0.69260], [-2.01917, -1.31951, -2.33227], [-1.56952, 0.31376, -1.33560], [2.65255, -1.46788, -1.81599], [2.77061, -0.30336, -0.48423], [2.94216, -2.62874, 0.43638], [1.49636, -1.83916, 0.99666], [1.68622, -3.64898, -1.50618], [1.06753, -4.19541, 0.02640], [-1.48588, -3.50864, -2.37146], [-0.55059, -4.71815, -1.49326], [-1.82122, -3.96545, 0.64335], [-2.66423, -4.93967, -0.54238], [-0.69758, 1.20717, -1.58989], [0.70793, 0.78205, -1.17333], [1.21614, 1.33845, 0.15726], [2.26095, 2.35039, 0.21124], [2.72310, 2.48113, 1.56896], [1.94372, 1.57114, 2.38727], [1.01440, 0.87056, 1.52009], [0.78773, 2.82504, 1.39754], [-1.11699, 3.32009, 1.14315], [-0.23158, 4.23956, 0.44638], [0.68725, 4.79654, 1.41863], [0.36739, 4.23173, 2.71871], [-0.74802, 3.32057, 2.54499], [-0.69295, 1.15077, -2.67555], [0.73591, -0.69912, -2.32658], [-0.89826, 2.24942, -1.34611], [1.41626, 1.18655, -1.91571], [2.63220, 2.84153, -0.68426], [3.56260, 3.10318, 1.88291], [2.10141, 1.38664, 3.45384], [0.31045, 0.08936, 1.81569], [-1.96912, 2.79959, 0.72060], [-0.30658, 4.53285, -0.59533], [1.42743, 5.56110, 1.21883], [0.83029, 4.49884, 3.66329], [-1.28114, 2.79396, 3.32873]],
  "atomic_forces_ev_per_a": [[0.0, 0.0, -0.1], [-0.2, 0.3, 0.6], [-0.8, -2.5, -0.3], [-1.0, 1.7, 1.9], [0.4, -1.5, -0.3], [-0.3, 0.4, -0.3], [0.6, -0.3, 0.4], [-0.4, -0.4, 0.1], [0.1, -2.8, -0.3], [0.3, 0.2, 0.0], [0.0, -0.1, -0.1], [0.0, 0.2, 0.0], [0.2, 0.1, 0.1], [0.3, 0.0, -0.1], [0.0, 0.0, -0.2], [0.1, 0.8, 0.1], [0.1, 0.1, 0.3], [0.1, -0.1, -0.1], [-0.2, 0.0, -0.1], [0.1, 0.0, -0.1], [-0.2, -0.2, 0.0], [0.3, 0.2, 0.0], [-0.2, 0.2, 0.2], [0.1, -0.1, 0.2], [0.0, 0.3, 0.0], [0.1, 0.1, -0.1], [-0.1, 0.1, 0.0], [1.5, 1.6, -0.9], [-1.1, 3.1, 1.9], [1.0, -0.5, 0.7], [0.3, -1.3, 0.0], [0.1, -1.1, -0.4], [0.7, -0.7, -0.9], [0.9, -0.2, -0.4], [-0.2, 0.3, 0.0], [0.1, 1.3, 0.6], [-0.6, 0.4, 1.1], [-1.4, 0.1, 0.4], [-1.1, 0.5, -0.7], [-0.3, 1.2, -0.5], [-0.3, -0.3, -0.4], [1.1, -0.3, -2.1], [-0.2, -0.2, 0.5], [-0.1, 0.0, -0.3], [0.0, 0.1, 0.3], [-0.6, -0.1, 0.0], [-0.4, 0.2, -0.5], [0.2, 0.4, 0.0], [0.4, -0.1, 0.0], [0.3, -0.3, 0.1], [0.1, -0.3, 0.0], [0.1, -0.3, -0.3], [0.4, -0.1, -0.2]],
  "mulliken_charge": [-0.63, -1.35, 0.26, -4.82, 8.88, -2.39, -0.67, -2.02, 2.68, -1.42, -1.13, 0.59, 0.29, 0.21, 0.79, 0.13, -1.29, 0.75, 0.48, 0.74, -0.08, 0.36, 0.92, 0.54, 0.39, 0.39, 0.52, -1.32, -3.94, 3.95, -1.24, -0.26, -0.47, -0.45, -0.24, -0.74, -0.93, -1.11, -0.78, -1.19, 0.89, -1.36, 0.70, -0.57, 0.58, 0.47, 0.52, 0.47, 0.63, 0.59, 0.48, 0.57, 0.59]
}

No. 3
{
  "formula": "C21H29N2O4OsSSb",
  "method": "ωB97M-V/def2-TZVPD",
  "homo_energy_ev": [-12.766, -12.770],
  "homo_lumo_gap_ev": [5.86, 5.86],
  "e_lumo_ev": [-6.90, -6.91],
  "e_tot_ev": -53242.40055,
  "total_charge": 2,
  "de_lowest_ev": 1.015,
  "species": ["Os", "O", "C", "O", "C", "C", "C", "C", "C", "N", "C", "O", "O", "H", "H", "H", "H", "S", "C", "C", "C", "C", "C", "N", "H", "H", "H", "H", "C", "C", "C", "Sb", "C", "C", "C", "C", "C", "C", "H", "H", "H", "H", "H", "H", "H", "H", "H", "H", "H", "H", "H", "H", "H", "H", "H", "H", "H", "H", "H"],
  "coordinates": [[-0.18978, -1.76692, 1.45170], [-2.88255, -4.94588, 2.37654], [-2.21668, -3.88720, 1.98502], [-1.11283, -3.91394, 1.45916], [-2.93826, -2.59935, 2.15882], [-4.25406, -2.42931, 2.56148], [-4.80410, -1.15520, 2.52129], [-4.05320, -0.10785, 1.99844], [-2.74503, -0.35972, 1.63030], [-2.18309, -1.57197, 1.76393], [-1.87299, 0.61099, 0.94950], [-2.23393, 1.66142, 0.44739], [-0.59122, 0.24668, 0.73243], [-2.36900, -5.75585, 2.21447], [-4.82675, -3.28240, 2.89894], [-5.81596, -0.98565, 2.86148], [-4.46085, 0.88719, 1.88199], [0.60709, -2.47502, 3.51941], [2.13533, -2.28655, 2.70872], [3.42445, -2.45212, 3.20530], [4.47980, -2.19145, 2.35918], [4.23100, -1.79471, 1.04131], [2.93208, -1.65722, 0.62464], [1.89357, -1.89382, 1.44428], [3.57213, -2.77050, 4.22758], [5.49697, -2.28494, 2.71542], [5.04439, -1.60661, 0.35544], [2.69463, -1.36281, -0.38780], [2.48681, 2.57102, -1.81136], [2.01986, 1.58062, -0.75722], [2.40947, 1.94524, 0.67178], [-0.14409, 1.46206, -0.92263], [-0.51364, -0.19047, -2.24249], [0.55072, -0.13645, -3.34834], [-0.51302, -1.55908, -1.57147], [-1.21338, 3.10551, -1.89886], [-0.74952, 3.25240, -3.33554], [-1.08599, 4.36986, -1.05582], [3.57891, 2.60663, -1.77126], [2.12562, 3.58053, -1.60970], [2.20926, 2.28324, -2.82446], [2.30526, 0.55673, -0.99093], [2.13089, 2.97262, 0.91118], [3.49423, 1.86808, 0.77305], [1.95859, 1.28086, 1.40918], [-1.50627, 0.02179, -2.64735], [1.54058, -0.37490, -2.95503], [0.60840, 0.82605, -3.85373], [0.31072, -0.88395, -4.10630], [0.48457, -1.82755, -1.20674], [-0.80681, -2.32241, -2.29398], [-1.23032, -1.62870, -0.74652], [-2.22536, 2.70414, -1.83341], [0.29331, 3.55751, -3.41325], [-1.35340, 4.04714, -3.78238], [-0.91303, 2.35709, -3.93185], [-0.07510, 4.77850, -1.08299], [-1.37670, 4.19919, -0.01968], [-1.76172, 5.12741, -1.45826]],
  "atomic_forces_ev_per_a": [[-0.7, -1.0, -1.1], [0.0, 0.0, -0.1], [-0.2, -0.1, 0.1], [0.5, 0.3, 0.3], [0.0, -0.2, 0.0], [0.0, 0.0, 0.1], [0.0, 0.0, 0.0], [0.0, 0.0, 0.0], [0.1, 0.0, 0.0], [0.4, 0.3, 0.1], [0.0, 0.1, 0.2], [0.0, -0.1, 0.0], [-0.4, 0.3, 0.7], [0.0, 0.0, 0.0], [0.0, 0.0, 0.0], [0.0, 0.0, 0.0], [0.0, 0.0, 0.0], [0.0, 0.3, 0.0], [0.0, -0.1, 0.3], [0.0, 0.0, 0.0], [0.0, 0.0, 0.0], [0.1, 0.0, 0.1], [-0.1, -0.1, 0.0], [0.2, 0.1, 0.0], [0.0, 0.0, 0.0], [0.0, -0.1, 0.0], [0.0, 0.0, 0.0], [0.0, -0.1, -0.1], [0.2, 0.0, 0.0], [-0.6, 0.2, 0.6], [0.1, 0.0, -0.1], [0.4, -0.2, -1.4], [0.1, 0.1, 0.0], [-0.2, -0.1, 0.0], [0.1, 0.1, 0.1], [0.1, 0.2, 0.7], [0.0, 0.0, 0.0], [-0.1, 0.0, -0.1], [0.0, 0.0, 0.0], [0.0, 0.0, 0.0], [0.0, 0.0, 0.0], [0.1, 0.0, -0.1], [0.0, 0.0, 0.0], [0.0, 0.0, 0.0], [0.0, 0.0, 0.0], [0.0, 0.0, -0.1], [0.0, 0.0, 0.0], [0.0, 0.0, 0.0], [0.0, 0.0, 0.0], [0.0, 0.0, 0.0], [0.0, 0.0, 0.0], [-0.1, -0.1, 0.0], [0.0, 0.0, -0.1], [0.0, 0.0, 0.0], [0.0, 0.0, 0.0], [0.0, 0.0, 0.0], [0.0, 0.0, 0.0], [0.0, 0.0, 0.0], [0.0, 0.0, 0.0]],
  "mulliken_charge": [0.65, -0.40, 0.32, -0.60, 0.49, -0.58, -0.58, -0.55, 0.54, 0.05, 0.44, -0.58, -0.83, 0.41, 0.57, 0.48, 0.53, -0.34, 0.52, -0.72, -0.23, -1.05, -0.10, 0.02, 0.45, 0.43, 0.44, 0.63, -1.29, 0.89, -1.48, 0.79, 0.46, -1.37, -1.53, 0.34, -1.26, -1.34, 0.50, 0.28, 0.32, -0.22, 0.39, 0.43, 0.35, 0.58, 0.27, 0.30, 0.49, 0.04, 0.54, 0.44, 0.43, 0.26, 0.51, 0.34, 0.29, 0.37, 0.45]
}